Entry from OMol25: CHNOS in the gas phase at a distorted geometry (ωB97M-V with the def2-TZVPD basis set).

## Properties
E_HOMO: -10.489 eV
LUMO: -1.31 eV
SMILES: N#CSO
HOMO-LUMO gap: 9.18 eV

The geometry in ORCA input format:
```
! RIJCOSX wB97M-V def2-TZVPD def2/J DEFGRID3
* xyz 0 1
H -0.23023 0.85297 1.58374
N 1.15689 -1.76080 -1.10317
O -0.97225 0.69327 0.98153
C 0.65471 -0.76783 -0.88001
S -0.60912 0.98239 -0.58210
*
```

Entry from OMol25: CHNP2S2 in the gas phase at a distorted geometry (ωB97M-V with the def2-TZVPD basis set).

## Properties
E_HOMO: -8.547 eV
LUMO: -1.42 eV
SMILES: N=C=P#S#P=S
HOMO-LUMO gap: 7.12 eV

The geometry in ORCA input format:
```
! RIJCOSX wB97M-V def2-TZVPD def2/J DEFGRID3
* xyz 0 1
S -0.43698 0.82585 0.97951
P -1.87702 -0.46687 1.75500
P 1.19303 -0.52547 0.90251
C 1.43894 -0.30735 -0.73419
S -3.46343 0.69477 1.54339
N 1.86227 -0.04419 -1.81357
H 1.28318 -0.17673 -2.63265
*
```

Entry from OMol25: 2 unconnected molecules or ions with the total composition CHO2S2 at a distorted geometry (ωB97M-V with the def2-TZVPD basis set).

## Properties
E_HOMO: -3.483 eV
LUMO: 3.63 eV
HOMO-LUMO gap: 7.11 eV

The geometry in ORCA input format:
```
! RIJCOSX wB97M-V def2-TZVPD def2/J DEFGRID3
* xyz -1 1
H -1.39901 0.47393 -0.51132
O -0.84909 -1.78996 0.06947
S 0.54743 -1.35318 0.10815
C 0.75028 0.26815 0.15588
S 2.01518 1.30703 0.07725
O -1.06479 1.09403 0.10057
*
```

Entry from OMol25: a molecular structure, CHO2Yb at a distorted geometry (ωB97M-V with the def2-TZVPD basis set).

## Properties
E_HOMO (alpha / beta): -19.189 / -21.087 eV
LUMO (alpha / beta): -11.31 / -11.57 eV
HOMO-LUMO gap (alpha / beta): 7.87 / 9.52 eV

The geometry in ORCA input format:
```
! RIJCOSX wB97M-V def2-TZVPD def2/J DEFGRID3
* xyz 2 2
C -0.73221 0.70929 0.05077
O 0.25448 -0.19195 0.13972
O -1.79510 0.19020 -0.13040
H -0.41723 -1.06630 -0.04974
Yb 2.69006 0.35876 -0.01035
*
```